This record from OMol25 describes one molecule with the formula C5H9N at a distorted geometry. The level of theory is ωB97M-V/def2-TZVPD.

For the largest force on an atom, the calculation gives 2.327 eV Å⁻¹.

```
15
C5H9N ωB97M-V/def2-TZVPD
N 2.452 0.652 0.002
C -1.102 -0.104 -0.192
C -2.466 0.405 0.150
C 0.027 0.638 -0.031
C 1.207 -1.430 0.103
C 1.266 -0.065 0.104
H 3.275 0.101 -0.188
H -0.010 1.677 0.275
H -2.417 1.274 0.805
H -3.057 -0.366 0.646
H -1.108 -0.975 -0.835
H -3.003 0.695 -0.757
H 2.074 -2.022 -0.165
H 0.444 -1.988 0.614
H 2.416 1.508 -0.530
```

Atomic partial charges in e from the Mulliken method, atoms 1 to 8:
1. N -0.510
2. C -0.216
3. C -1.210
4. C -0.400
5. C -1.046
6. C 0.718
7. H 0.212
8. H 0.327

=====

This record from OMol25 describes C16H17Br2I3O2 as an isolated structure at a distorted geometry. The level of theory is ωB97M-V/def2-TZVPD.

For the largest force on an atom, the calculation gives 2.035 eV Å⁻¹.

```
40
C16H17Br2I3O2 ωB97M-V/def2-TZVPD
I 0.919 -5.727 -1.623
I 0.485 -1.375 1.757
I 2.766 -2.860 -2.302
Br -3.373 -1.673 1.219
Br -5.757 -0.882 -1.193
O -0.517 -0.946 -1.145
O -1.534 0.767 -0.026
C -1.565 -0.337 -0.524
C -2.967 -1.020 -0.576
C 0.677 -1.333 -0.399
C 1.601 3.074 1.145
C 2.928 4.080 3.000
C 2.005 0.883 0.221
C -3.719 0.785 -2.225
C -4.028 0.027 -0.934
C 1.306 2.063 0.267
C 2.652 2.949 2.028
C 3.395 1.786 1.965
C 0.369 -3.830 -0.799
C 1.769 -0.261 -0.743
C -0.911 -3.899 -0.001
C 1.070 -2.706 -1.005
C 3.078 0.787 1.093
H -1.649 -3.267 -0.493
H 2.755 -0.708 -0.865
H -0.799 -3.715 1.064
H 1.961 4.502 3.288
H 3.341 3.659 3.923
H -3.798 0.164 -3.121
H 0.991 3.973 1.151
H -4.445 1.593 -2.362
H 0.476 2.229 -0.416
H -1.313 -4.914 -0.078
H -2.983 -1.828 -1.311
H 3.587 4.844 2.584
H 1.507 0.160 -1.721
H -2.741 1.267 -2.140
H -4.163 0.745 -0.128
H 3.685 -0.116 1.075
H 4.246 1.691 2.636
```

Atomic partial charges in e from the Mulliken method, atoms 1 to 8:
1. I 0.049
2. I 0.234
3. I 0.042
4. Br -0.018
5. Br -0.126
6. O -0.276
7. O -0.453
8. C 0.418

=====

This record from OMol25 describes one molecule with the formula C4H6N2O. The level of theory is ωB97M-V/def2-TZVPD.

For the largest force on an atom, the calculation gives 0.327 eV Å⁻¹.

```
13
C4H6N2O ωB97M-V/def2-TZVPD
O 0.833 -1.689 0.657
N -0.612 1.488 -0.298
N 1.777 0.994 -0.311
C 0.486 0.712 0.270
C -0.014 -0.714 0.290
C -1.599 0.670 -0.407
C -1.311 -0.725 -0.063
H -1.990 -1.567 -0.127
H 2.458 0.346 0.077
H 1.750 0.840 -1.313
H 0.363 -2.533 0.650
H 0.533 1.028 1.324
H -2.588 1.018 -0.707
```

Atomic partial charges in e from the Mulliken method, atoms 1 to 8:
1. O -0.495
2. N -0.621
3. N -0.584
4. C 0.197
5. C 0.486
6. C -0.382
7. C -0.466
8. H 0.353

=====

This record from OMol25 describes C30H27BrN5O6Ru as an isolated structure. The level of theory is ωB97M-V/def2-TZVPD.

As for the spin multiplicity: 2. For the largest force on an atom, the calculation gives 0.638 eV Å⁻¹.

```
70
C30H27BrN5O6Ru ωB97M-V/def2-TZVPD
Ru 0.411 -0.308 -0.069
Br 3.667 -2.277 -6.525
O -1.333 -0.011 -1.053
O 2.926 4.643 4.173
O 0.821 1.502 -2.116
O 1.400 -0.625 -1.868
O 2.038 -1.021 0.910
O -3.431 2.178 5.175
N -0.331 -2.169 -0.197
N -1.499 -2.301 -0.954
N 1.362 1.468 0.720
N -0.631 0.064 1.670
N 2.191 1.524 -6.036
C -0.838 1.354 3.659
C -0.201 1.062 2.465
C 2.745 0.413 -6.512
C 2.864 -0.745 -5.758
C -5.063 -2.087 -3.197
C -1.719 -0.626 2.020
C 2.421 2.077 0.191
C -5.427 -0.866 -3.752
C -1.955 0.628 4.043
C 3.365 -2.395 2.283
C -0.704 -4.497 0.326
C 1.234 -3.222 1.287
C 3.363 4.600 2.828
C 0.955 1.821 1.945
C -2.403 -0.373 3.194
C 2.667 3.480 2.109
C -3.925 -2.182 -2.413
C 3.100 3.080 0.851
C 2.397 -0.770 -4.459
C -4.649 0.259 -3.521
C -2.693 0.974 5.311
C 1.295 0.451 -2.555
C 0.080 -3.223 0.454
C -1.918 -1.132 -1.341
C -3.145 -1.053 -2.176
C 1.822 0.389 -3.959
C -3.511 0.168 -2.733
C 1.579 2.831 2.664
C 2.126 -2.183 1.448
C 1.741 1.504 -4.784
H 3.294 5.423 4.596
H 2.718 1.743 -0.791
H 3.957 3.542 0.380
H 3.108 0.440 -7.533
H -4.926 1.209 -3.957
H -1.985 1.155 6.118
H -4.062 2.078 4.455
H -1.744 -4.340 0.613
H -3.277 -0.963 3.438
H -3.625 -3.126 -1.980
H -0.484 2.160 4.286
H -0.264 -5.276 0.944
H 1.243 3.113 3.649
H 3.116 -2.870 3.232
H -5.667 -2.966 -3.380
H 1.288 2.410 -4.403
H -2.890 1.033 -2.545
H 2.467 -1.652 -3.838
H 1.452 -4.144 1.806
H -3.337 0.140 5.607
H 3.849 -1.439 2.471
H -6.315 -0.794 -4.367
H 4.445 4.444 2.766
H 4.067 -3.046 1.760
H -2.039 -1.397 1.332
H -0.720 -4.819 -0.715
H 3.132 5.538 2.310
```

Atomic partial charges in e from the Mulliken method, atoms 1 to 8:
1. Ru 0.592
2. Br -0.194
3. O -0.944
4. O -0.495
5. O -0.686
6. O -0.809
7. O -0.291
8. O -0.504

=====

This record from OMol25 describes C29H39IrN3O7P3S3Si as an isolated structure. The level of theory is ωB97M-V/def2-TZVPD.

Its total charge is -1. As for the spin multiplicity: 2. For the largest force on an atom, the calculation gives 0.802 eV Å⁻¹.

```
86
C29H39IrN3O7P3S3Si ωB97M-V/def2-TZVPD
Ir -0.387 0.520 0.337
S 1.430 1.131 1.648
S -0.335 1.974 2.184
S 4.135 0.246 5.865
P 4.134 -0.019 3.930
P 0.056 2.361 -2.498
P 2.855 0.765 -2.388
Si 0.166 -2.194 2.112
O -2.728 0.688 0.211
O 0.057 2.134 -1.015
O 4.098 0.913 -3.197
O 3.095 1.651 -1.053
O -0.206 3.749 -2.987
O 2.167 -0.528 -2.124
O -0.899 1.281 -3.238
N -0.997 -1.079 1.444
N 2.417 3.225 -3.228
N -0.393 -0.846 -1.330
C -3.743 2.841 -2.509
C 6.037 3.427 2.875
C 6.013 -4.032 2.686
C 4.920 -1.575 3.413
C -3.268 -0.301 1.052
C 6.048 3.357 1.489
C -2.335 -1.129 1.716
C 1.670 1.901 -3.256
C 4.922 1.297 2.975
C -3.349 1.063 -0.956
C 1.796 -2.197 1.179
C -3.983 0.157 -1.796
C -5.165 -1.245 2.175
C 6.557 -2.855 2.195
C -2.924 -2.004 2.657
C 5.481 2.268 0.841
C 1.504 1.493 -4.714
C 6.015 -1.629 2.556
C -3.226 2.402 -1.300
C 4.382 -2.762 3.909
C 0.437 -1.838 3.932
C -0.427 -3.983 1.907
C -4.288 -2.069 2.868
C 4.926 -3.983 3.550
C 4.908 1.245 1.581
C -4.629 -0.339 1.272
C -4.377 1.947 -3.367
C 5.475 2.401 3.619
C -4.494 0.611 -3.004
H 4.496 -4.898 3.937
H 1.190 -2.500 4.367
H 2.488 1.395 -5.178
H 0.778 -0.806 4.041
H 6.447 -0.717 2.166
H 6.489 4.160 0.910
H -4.775 2.291 -4.313
H -4.670 -2.767 3.605
H 1.696 -1.862 0.145
H 4.438 0.417 1.063
H -2.278 -2.634 3.251
H 0.580 -0.973 -1.635
H -6.231 -1.284 2.348
H -5.267 0.353 0.735
H 2.206 -3.211 1.168
H 0.893 2.212 -5.265
H -4.981 -0.090 -3.670
H 2.799 3.341 -2.283
H -1.807 1.614 -3.308
H 6.467 4.283 3.381
H -3.625 3.880 -2.789
H 2.524 -1.546 1.660
H -4.066 -0.881 -1.505
H -0.891 -0.482 -2.139
H 5.460 2.444 4.700
H -0.479 -1.951 4.516
H 5.454 2.212 -0.238
H 3.539 -2.720 4.585
H 1.013 0.524 -4.757
H -1.371 -4.242 2.384
H 6.433 -4.987 2.396
H -2.686 3.062 -0.632
H 0.347 -4.645 2.309
H 7.406 -2.887 1.524
H 3.203 3.175 -3.876
H -0.793 -1.729 -1.032
H -0.519 -4.211 0.840
H 1.728 3.968 -3.432
H 2.351 1.653 -0.416
```

Atomic partial charges in e from the Mulliken method, atoms 1 to 8:
1. Ir 2.616
2. S -0.389
3. S -0.556
4. S -0.464
5. P 0.845
6. P 1.197
7. P 0.936
8. Si -0.193

=====

This record from OMol25 describes a 14-piece molecular cluster, C62H160N8O26 overall at a distorted geometry. The level of theory is ωB97M-V/def2-TZVPD.

For the largest force on an atom, the calculation gives 4.035 eV Å⁻¹.

```
256
C62H160N8O26 ωB97M-V/def2-TZVPD
O -15.237 13.645 -13.061
O -18.193 19.423 -20.143
O -21.141 9.544 -14.808
O -28.138 14.500 -15.620
O -24.819 15.979 -9.971
O -21.833 18.178 -12.869
O -18.038 21.388 -12.329
O -26.285 19.902 -13.869
O -20.670 13.090 -17.340
O -22.876 15.727 -7.913
O -18.597 16.614 -9.426
O -26.918 16.173 -7.865
O -17.533 12.681 -14.584
O -27.881 12.544 -5.395
O -23.586 15.317 -15.234
O -25.080 16.985 -19.236
O -14.831 19.006 -9.243
O -23.525 9.815 -11.124
O -23.707 22.080 -16.759
O -18.027 13.427 -11.030
O -17.317 20.900 -17.553
O -26.267 8.063 -14.760
O -25.914 27.712 -17.964
O -23.453 20.874 -10.051
O -19.826 16.968 -16.272
O -20.023 13.126 -12.699
N -26.253 20.217 -11.016
N -25.617 10.246 -12.982
N -24.825 14.069 -6.660
N -17.309 15.850 -13.942
N -21.887 10.397 -17.377
N -21.977 15.315 -12.822
N -17.178 18.849 -11.059
N -24.412 25.341 -18.075
C -17.405 22.611 -12.575
C -21.801 16.659 -7.908
C -25.127 25.881 -19.239
C -25.868 13.097 -6.478
C -23.317 14.819 -12.962
C -17.831 18.849 -18.848
C -15.155 17.884 -10.093
C -13.899 19.834 -9.745
C -26.233 7.266 -15.990
C -27.450 19.627 -13.016
C -17.923 19.048 -12.297
C -24.410 10.907 -10.985
C -26.701 9.379 -15.058
C -28.653 12.487 -4.173
C -19.401 16.585 -14.994
C -22.413 21.676 -9.528
C -19.546 13.980 -17.527
C -15.840 18.252 -11.370
C -26.870 13.583 -5.461
C -19.917 12.494 -13.983
C -21.215 16.846 -16.341
C -26.676 20.473 -15.084
C -17.604 20.319 -13.091
C -23.509 14.235 -14.351
C -27.100 16.692 -15.822
C -24.956 18.398 -18.953
C -25.561 19.767 -9.792
C -15.839 15.780 -14.073
C -18.113 15.740 -10.447
C -23.756 13.537 -7.448
C -23.639 14.736 -16.553
C -22.301 10.104 -10.553
C -14.665 12.886 -12.000
C -27.153 15.407 -15.074
C -22.383 17.552 -11.773
C -18.573 11.835 -14.232
C -22.311 9.027 -15.439
C -25.723 10.440 -11.545
C -25.147 27.377 -19.191
C -22.583 14.478 -7.366
C -27.117 16.076 -9.303
C -17.863 16.600 -15.058
C -20.979 12.309 -18.482
C -23.573 23.450 -16.816
C -22.895 10.048 -16.395
C -21.655 16.183 -11.673
C -25.866 19.291 -19.744
C -26.892 9.987 -13.618
C -27.480 15.581 -13.648
C -26.156 29.119 -17.886
C -22.191 11.483 -18.258
C -18.298 19.909 -17.817
C -21.995 19.603 -12.851
C -26.053 15.281 -9.956
C -26.935 19.162 -11.660
C -24.373 23.878 -18.033
C -22.975 21.494 -15.679
C -15.140 15.061 -12.919
C -20.282 8.436 -14.524
C -18.630 14.385 -10.195
C -24.592 20.780 -9.226
C -23.501 18.776 -19.284
H -16.532 20.327 -13.411
H -27.318 21.371 -14.886
H -28.128 15.711 -9.562
H -14.050 15.357 -12.900
H -26.521 17.045 -7.722
H -27.382 10.938 -13.653
H -24.889 18.882 -9.950
H -26.546 29.362 -16.901
H -25.106 18.543 -17.865
H -21.644 17.698 -15.762
H -25.244 29.694 -18.000
H -21.033 13.000 -19.372
H -24.110 11.758 -11.568
H -21.784 15.830 -13.669
H -26.948 19.094 -19.554
H -17.932 23.363 -11.969
H -24.524 11.231 -9.964
H -21.576 9.360 -10.931
H -15.478 16.773 -14.183
H -28.108 17.147 -15.812
H -18.498 19.521 -16.814
H -26.435 11.246 -11.367
H -25.024 21.776 -9.105
H -22.015 21.819 -15.686
H -24.114 27.818 -19.099
H -23.465 17.456 -11.911
H -24.012 15.666 -12.801
H -19.803 17.303 -14.264
H -27.681 14.019 -16.317
H -23.043 19.926 -13.091
H -25.706 20.363 -19.609
H -21.000 10.621 -16.886
H -23.273 18.772 -20.318
H -20.642 11.712 -14.148
H -20.012 7.858 -15.408
H -20.120 11.659 -18.756
H -27.927 12.205 -3.376
H -22.366 14.505 -6.300
H -24.872 25.620 -17.206
H -18.995 19.073 -11.925
H -21.841 15.683 -10.780
H -28.425 16.099 -13.474
H -25.701 19.057 -20.807
H -16.723 18.708 -18.821
H -25.366 23.397 -18.114
H -19.676 15.545 -14.752
H -22.156 17.564 -8.301
H -15.972 17.330 -11.960
H -24.952 9.497 -13.076
H -22.306 9.989 -9.466
H -23.792 9.645 -16.913
H -21.595 15.892 -15.912
H -26.898 29.475 -18.613
H -14.189 17.355 -10.307
H -18.743 13.263 -11.679
H -26.813 16.579 -16.878
H -21.400 16.877 -17.440
H -24.007 23.838 -15.848
H -22.517 23.802 -16.840
H -18.548 16.188 -11.362
H -26.674 16.194 -13.165
H -21.656 21.518 -10.330
H -25.810 20.748 -15.666
H -23.182 20.449 -15.830
H -21.732 13.955 -7.845
H -13.540 20.565 -8.998
H -19.780 14.884 -18.074
H -19.383 8.769 -14.077
H -16.917 12.823 -13.842
H -22.239 18.107 -10.810
H -18.240 20.186 -13.979
H -14.937 13.278 -10.983
H -22.576 11.134 -19.242
H -16.991 21.156 -18.439
H -23.405 21.790 -14.717
H -14.294 20.377 -10.608
H -27.209 7.294 -16.466
H -25.957 9.946 -15.636
H -26.415 13.698 -4.522
H -22.616 13.678 -14.656
H -28.012 20.565 -12.919
H -27.422 14.603 -13.234
H -29.393 11.662 -4.321
H -18.506 14.110 -9.155
H -22.732 22.680 -9.362
H -24.166 15.588 -9.373
H -27.631 9.369 -15.580
H -23.300 19.815 -19.056
H -29.078 13.479 -4.055
H -22.050 11.146 -10.765
H -23.206 10.964 -15.822
H -18.694 13.440 -17.983
H -16.967 15.790 -10.581
H -18.435 17.499 -9.797
H -17.690 14.916 -13.959
H -26.900 17.052 -9.772
H -18.751 11.073 -15.030
H -22.840 18.135 -18.763
H -26.143 9.670 -10.968
H -18.295 11.212 -13.310
H -23.940 13.499 -8.510
H -23.043 12.024 -17.771
H -17.614 16.160 -16.029
H -15.152 18.882 -11.983
H -26.192 25.651 -19.235
H -26.335 18.256 -11.844
H -28.057 18.858 -13.521
H -26.037 6.274 -15.680
H -27.783 18.842 -10.980
H -23.787 23.601 -18.949
H -26.367 15.101 -11.019
H -20.928 16.312 -8.514
H -27.201 14.575 -5.713
H -25.676 27.720 -20.088
H -26.371 19.548 -9.080
H -21.839 20.006 -11.862
H -13.601 13.056 -12.034
H -25.449 7.582 -16.665
H -16.330 22.580 -12.259
H -23.442 13.987 -12.257
H -17.487 17.675 -15.012
H -22.027 21.217 -8.627
H -21.389 16.866 -6.895
H -20.039 13.297 -14.731
H -18.476 17.999 -18.832
H -25.493 12.196 -5.969
H -25.985 14.321 -9.462
H -25.592 20.577 -11.698
H -23.414 12.603 -7.006
H -14.916 11.804 -12.131
H -20.747 7.710 -13.863
H -22.647 14.338 -16.820
H -26.150 14.882 -15.131
H -12.935 19.318 -10.091
H -20.621 16.427 -11.661
H -19.700 14.257 -10.441
H -17.088 19.715 -10.577
H -17.425 22.868 -13.651
H -24.321 13.869 -16.541
H -15.608 15.273 -11.955
H -26.325 17.339 -15.352
H -23.095 8.795 -14.673
H -21.359 20.069 -13.560
H -26.403 12.793 -7.437
H -19.258 14.301 -16.542
H -24.809 25.490 -20.199
H -15.813 17.207 -9.617
H -24.288 20.439 -8.243
H -27.541 9.280 -13.082
H -15.565 15.345 -15.122
H -25.205 14.852 -7.167
H -22.001 8.105 -15.882
H -20.704 13.839 -12.803
H -17.688 18.888 -20.774
H -27.189 19.724 -15.650
H -25.134 16.832 -20.143
H -17.789 18.102 -12.766
H -24.425 13.644 -14.295
H -23.835 15.474 -17.308
H -19.237 20.283 -18.191
```

Atomic partial charges in e from the Mulliken method, atoms 1 to 8:
1. O -0.418
2. O -0.534
3. O 0.021
4. O -0.730
5. O 0.832
6. O 0.688
7. O -0.232
8. O 0.065

=====

It is found that the energy above the lowest of the compared OMol25 structures with the same formula, charge and spin values, taken in the order of the records, are 38.7; 0.0; 36.3; 0.0; 25.6; 0.0 kcal per mole.